DFT (ωB97M-V with the def2-TZVPD basis set) results for C39H96N6O15Sr2 as an isolated structure in a non-equilibrium geometry.

orbital gap (alpha / beta)	4.002 / 5.929	eV
electronic energy	-3061.91042	a.u.
spin multiplicity	2
HOMO energy (alpha / beta)	-6.67 / -8.60	eV
LUMO (alpha / beta)	-0.0979 / -0.0983	hartree
maximum force	6.8	eV/A
charge	+1

Structure (XYZ):
```
158
Properties=species:S:1:pos:R:3:lowdin_spin:R:1
Sr -2.97 3.16 1.75 0.002
Sr 2.40 -3.52 -0.81 0.009
C 0.19 0.64 -0.86 -0.023
C 0.78 -0.68 -0.55 0.164
C 0.85 -1.19 0.96 0.150
O 1.45 -2.24 1.15 0.113
C 0.14 -0.38 1.91 -0.023
C -0.45 0.77 1.54 0.135
C -0.41 1.28 0.15 0.116
O -0.99 2.40 -0.14 0.096
O -1.11 1.28 2.56 0.122
O 1.32 -1.37 -1.42 0.125
H 0.18 1.01 -1.88 -0.004
H 0.00 -0.72 2.92 -0.004
C -1.89 -3.25 3.84 0.000
O -3.15 -3.28 4.60 0.000
H -1.33 -4.18 3.94 0.000
H -2.22 -3.16 2.80 0.000
H -1.39 -2.32 4.09 0.000
H -2.94 -3.37 5.53 0.000
C -2.47 3.23 -3.59 0.000
C -3.85 2.97 -4.27 0.000
O -4.61 2.15 -3.38 0.000
H -1.77 3.78 -4.23 0.000
H -2.08 2.26 -3.29 0.000
H -2.55 3.82 -2.68 0.000
H -3.70 2.46 -5.21 0.000
H -4.37 3.87 -4.59 0.000
H -5.15 1.55 -3.91 0.000
C -0.25 1.20 6.32 0.000
C -1.12 0.91 7.56 0.000
O -2.24 1.81 7.63 0.000
H -0.69 0.99 5.35 0.000
H 0.60 0.53 6.46 0.000
H 0.25 2.17 6.37 0.000
H -0.51 0.91 8.46 0.000
H -1.52 -0.11 7.52 0.000
H -2.85 1.64 6.91 0.000
C 1.45 5.30 -3.37 0.000
C 0.73 4.18 -2.58 0.000
O -0.04 4.72 -1.54 0.001
H 0.75 5.78 -4.05 0.000
H 2.36 4.93 -3.85 0.000
H 1.80 6.03 -2.64 0.000
H 1.47 3.48 -2.18 0.000
H 0.22 3.53 -3.29 0.000
H -0.22 3.96 -0.99 0.000
C 1.93 -3.72 5.88 0.000
C 2.49 -3.16 4.58 0.000
O 1.65 -3.49 3.54 0.000
H 1.79 -4.80 5.81 0.000
H 0.96 -3.29 6.16 0.000
H 2.63 -3.56 6.70 0.000
H 3.47 -3.61 4.43 0.000
H 2.64 -2.08 4.60 0.000
H 1.67 -2.76 2.91 0.000
C 4.51 -2.97 -4.93 0.000
C 4.10 -2.03 -3.79 0.000
C 3.90 -0.60 -4.39 0.000
O 3.04 -0.60 -5.54 0.000
C 2.68 0.70 -5.97 0.000
N 2.85 -2.55 -3.30 0.001
H 3.73 -2.98 -5.69 0.000
H 4.62 -3.99 -4.56 0.000
H 5.46 -2.66 -5.35 0.000
H 4.85 -1.98 -3.00 0.000
H 4.90 -0.24 -4.66 0.000
H 3.47 0.10 -3.67 0.000
H 2.07 0.74 -6.87 0.000
H 3.62 1.19 -6.25 0.000
H 2.19 1.27 -5.18 0.000
H 2.35 -2.86 -4.12 0.000
H 2.28 -1.77 -3.02 0.000
C 0.58 -6.62 2.19 0.000
C 0.96 -5.82 0.94 0.000
C -0.27 -4.95 0.61 0.000
O -0.06 -4.32 -0.64 0.002
C -1.15 -3.40 -0.96 0.005
N 2.18 -5.05 1.24 0.000
H -0.27 -7.25 1.91 0.000
H 0.33 -5.98 3.04 0.000
H 1.32 -7.29 2.63 0.000
H 1.08 -6.50 0.09 0.000
H -0.32 -4.19 1.39 0.000
H -1.20 -5.51 0.58 0.000
H -2.14 -3.86 -0.93 0.000
H -0.88 -3.09 -1.97 0.000
H -1.21 -2.60 -0.22 0.004
H 2.90 -5.64 1.63 0.000
H 1.97 -4.45 2.03 0.000
C -4.55 -1.74 0.98 0.000
C -3.67 -0.54 0.50 0.001
C -3.77 -0.22 -1.00 0.000
O -3.40 -1.40 -1.68 0.000
C -3.59 -1.29 -3.08 0.000
N -4.09 0.63 1.24 0.000
H -4.09 -2.62 0.54 0.000
H -5.59 -1.67 0.66 0.000
H -4.48 -1.89 2.06 0.000
H -2.61 -0.72 0.67 0.001
H -3.02 0.54 -1.20 0.000
H -4.73 0.14 -1.36 0.000
H -3.26 -2.25 -3.48 0.000
H -3.05 -0.50 -3.59 0.000
H -4.64 -1.26 -3.39 0.000
H -5.03 0.72 0.88 0.000
H -4.34 0.07 2.04 0.000
C 0.22 6.47 1.29 0.000
C -0.74 5.37 1.77 0.000
C -1.05 5.39 3.25 0.000
O -1.75 4.20 3.59 0.000
C -1.88 4.06 4.97 0.000
N -1.96 5.44 0.98 0.000
H 1.10 6.51 1.94 0.000
H -0.13 7.49 1.44 0.000
H 0.61 6.29 0.29 0.000
H -0.25 4.42 1.57 0.000
H -1.61 6.29 3.49 0.000
H -0.11 5.35 3.80 0.000
H -2.43 3.19 5.32 0.000
H -2.51 4.91 5.24 0.000
H -0.95 4.15 5.55 0.000
H -1.61 5.56 0.04 0.000
H -2.39 6.35 1.02 0.000
C -0.41 -3.67 -6.88 0.000
C 0.44 -3.22 -5.71 0.000
C -0.23 -1.98 -5.04 0.000
O -0.06 -0.83 -5.83 0.000
C -0.48 0.35 -5.17 0.000
N 0.61 -4.38 -4.82 0.000
H -1.31 -4.12 -6.48 0.000
H 0.08 -4.41 -7.51 0.000
H -0.65 -2.82 -7.52 0.000
H 1.43 -2.99 -6.11 0.000
H 0.22 -1.85 -4.06 0.000
H -1.28 -2.11 -4.77 0.000
H -1.54 0.31 -4.93 0.000
H -0.37 1.10 -5.96 0.000
H 0.04 0.61 -4.25 0.000
H 1.16 -5.08 -5.29 0.000
H -0.25 -4.89 -4.67 0.000
C 2.74 1.11 4.54 0.000
C 2.74 2.42 3.75 0.000
C 3.02 2.32 2.28 0.001
O 3.03 3.62 1.69 0.000
C 3.29 3.66 0.30 0.000
N 1.37 2.93 3.92 0.000
H 2.48 1.33 5.58 0.000
H 3.73 0.69 4.67 0.000
H 2.08 0.33 4.15 -0.001
H 3.45 3.12 4.18 0.000
H 2.31 1.70 1.74 0.002
H 3.92 1.72 2.15 0.000
H 3.18 4.68 -0.06 0.000
H 2.54 3.04 -0.20 0.000
H 4.32 3.38 0.12 0.000
H 0.77 2.15 3.68 0.000
H 1.18 3.67 3.25 0.000
```

---

DFT (ωB97M-V with the def2-TZVPD basis set) results for a 9-piece molecular cluster, C39H97O10S9 overall in a non-equilibrium geometry.

orbital gap	7.919	eV
electronic energy	-5879.69501	a.u.
spin multiplicity	1
HOMO energy	-9.66	eV
LUMO	-0.0640	hartree
maximum force	2.3	eV/A
charge	+1

Structure (XYZ):
```
155
Properties=species:S:1:pos:R:3:lowdin_charge:R:1
C -3.17 0.72 0.07 -0.106
C -2.82 0.03 1.39 -0.259
C -3.77 -1.11 1.72 -0.198
C -3.72 -2.16 0.59 -0.205
C -3.70 -3.64 1.04 -0.171
C -2.25 -4.16 0.99 -0.197
C -1.95 -5.15 -0.15 -0.198
C -2.59 -4.83 -1.51 -0.189
C -2.34 -3.44 -2.10 -0.185
C -0.99 -2.83 -1.81 -0.195
C -0.97 -1.30 -2.10 -0.181
C 0.27 -0.85 -2.88 -0.201
C 1.25 0.02 -2.08 -0.314
S 1.54 -0.55 -0.40 1.185
C 2.97 0.42 0.14 -0.352
C 3.49 -0.04 1.50 -0.216
C 3.18 0.99 2.61 -0.183
C 2.70 0.31 3.89 -0.152
C 1.49 -0.58 3.63 -0.232
O 1.90 -1.94 3.72 -0.197
C 0.87 -2.83 3.30 -0.090
C 2.15 -2.30 -0.41 -0.325
O 2.20 -2.86 -1.66 -0.179
C 3.50 -2.85 -2.26 -0.198
C 3.41 -3.73 -3.50 -0.205
C 3.54 -5.22 -3.11 -0.078
H -2.33 1.37 -0.17 0.055
H -3.27 0.02 -0.75 0.047
H -4.08 1.30 0.19 0.084
H -1.82 -0.39 1.25 0.085
H -2.82 0.78 2.18 0.103
H -3.54 -1.53 2.70 0.110
H -4.78 -0.69 1.76 0.105
H -2.79 -1.99 0.06 0.062
H -4.58 -2.00 -0.06 0.116
H -4.07 -3.79 2.05 0.087
H -4.34 -4.19 0.38 0.101
H -2.04 -4.69 1.92 0.106
H -1.57 -3.31 1.00 0.075
H -0.87 -5.21 -0.23 0.099
H -2.27 -6.14 0.17 0.111
H -3.66 -5.01 -1.43 0.100
H -2.23 -5.59 -2.20 0.107
H -3.15 -2.78 -1.84 0.096
H -2.41 -3.54 -3.18 0.119
H -0.25 -3.33 -2.43 0.107
H -0.66 -2.96 -0.78 0.072
H -1.00 -0.79 -1.13 0.071
H -1.88 -1.00 -2.60 0.082
H -0.07 -0.22 -3.70 0.108
H 0.82 -1.66 -3.33 0.093
H 2.19 0.07 -2.62 0.097
H 0.90 1.04 -1.99 0.073
H 2.65 1.46 0.13 0.070
H 3.74 0.32 -0.62 0.080
H 3.12 -1.03 1.76 0.084
H 4.57 -0.13 1.44 0.121
H 4.09 1.53 2.83 0.110
H 2.42 1.70 2.30 0.114
H 2.44 1.04 4.66 0.114
H 3.52 -0.29 4.29 0.121
H 0.68 -0.37 4.34 0.129
H 1.13 -0.41 2.61 0.094
H 0.14 -2.94 4.11 0.096
H 0.38 -2.46 2.40 0.062
H 1.33 -3.79 3.10 0.092
H 3.11 -2.36 0.09 0.110
H 1.45 -2.85 0.21 0.096
H 3.80 -1.83 -2.52 0.121
H 4.20 -3.31 -1.56 0.129
H 2.42 -3.58 -3.91 0.104
H 4.12 -3.42 -4.25 0.113
H 2.92 -5.81 -3.76 0.073
H 3.26 -5.35 -2.07 0.072
H 4.56 -5.54 -3.28 0.075
C 5.38 4.39 -2.13 -0.251
S 4.77 3.24 -0.89 0.788
O 3.66 3.92 -0.15 -0.557
C 6.23 3.29 0.14 -0.263
H 4.60 4.53 -2.87 0.046
H 5.63 5.34 -1.66 0.066
H 6.26 3.96 -2.61 0.057
H 6.42 4.31 0.46 0.068
H 7.08 2.91 -0.41 0.027
H 6.05 2.66 1.01 0.049
C -3.32 1.94 -5.54 -0.243
S -2.85 1.57 -3.85 0.803
O -3.75 0.50 -3.35 -0.554
C -3.44 3.12 -3.17 -0.289
H -3.08 1.07 -6.15 0.048
H -4.39 2.13 -5.58 0.063
H -2.76 2.80 -5.89 0.061
H -4.50 3.23 -3.38 0.030
H -2.88 3.95 -3.60 0.028
H -3.28 3.10 -2.09 0.015
C -7.32 -3.24 2.52 -0.270
S -6.82 -4.12 4.00 0.804
O -5.92 -5.23 3.57 -0.563
C -8.43 -4.85 4.34 -0.271
H -6.44 -2.74 2.11 0.028
H -7.72 -3.94 1.79 0.064
H -8.08 -2.50 2.78 0.026
H -8.75 -5.44 3.48 0.062
H -9.14 -4.05 4.53 0.035
H -8.34 -5.48 5.22 0.049
C 10.85 4.23 -1.86 -0.271
S 10.24 3.05 -0.65 0.822
O 9.11 3.72 0.08 -0.571
C 11.67 3.12 0.43 -0.271
H 10.08 4.37 -2.62 0.044
H 11.06 5.19 -1.37 0.059
H 11.75 3.84 -2.33 0.054
H 11.83 4.14 0.77 0.066
H 12.54 2.76 -0.11 0.061
H 11.48 2.48 1.29 0.009
C -8.00 6.37 -3.69 -0.269
S -6.61 5.44 -3.04 0.806
O -5.98 4.75 -4.19 -0.557
C -7.60 4.21 -2.17 -0.266
H -7.61 7.17 -4.31 0.051
H -8.64 5.72 -4.29 0.060
H -8.57 6.79 -2.86 0.054
H -8.26 3.70 -2.87 0.061
H -8.18 4.70 -1.39 0.054
H -6.92 3.49 -1.72 0.045
C 0.82 4.96 -1.83 -0.250
S -0.52 3.79 -2.06 0.820
O -1.26 4.20 -3.29 -0.571
C -1.49 4.33 -0.65 -0.244
H 1.53 4.82 -2.64 0.049
H 0.42 5.98 -1.85 0.065
H 1.31 4.77 -0.87 0.038
H -1.73 5.39 -0.76 0.072
H -0.92 4.16 0.26 0.063
H -2.41 3.75 -0.63 0.016
C -12.38 -2.71 3.94 -0.265
S -11.64 -3.15 2.36 0.826
O -10.22 -2.68 2.40 -0.567
C -12.55 -1.96 1.38 -0.267
H -11.91 -3.32 4.71 0.046
H -12.21 -1.65 4.14 0.061
H -13.45 -2.93 3.90 0.056
H -12.37 -0.95 1.76 0.059
H -13.62 -2.20 1.42 0.055
H -12.21 -2.04 0.35 0.051
C 14.93 1.21 3.67 -0.268
S 13.22 0.69 3.83 0.831
O 12.43 1.51 2.86 -0.569
C 12.96 1.40 5.46 -0.268
H 15.29 0.91 2.69 0.050
H 15.00 2.30 3.76 0.060
H 15.53 0.73 4.44 0.056
H 13.15 2.47 5.43 0.060
H 13.61 0.91 6.17 0.055
H 11.92 1.22 5.73 0.050
```

---

DFT (ωB97M-V with the def2-TZVPD basis set) results for a 10-piece molecular cluster, C39H98O30S7 overall in a non-equilibrium geometry.

orbital gap	9.206	eV
energy above the lowest of the compared OMol25 structures with the same formula, charge and spin	0.00	kcal per mole
electronic energy	-6588.99149	a.u.
spin multiplicity	1
HOMO energy	-9.27	eV
LUMO	-0.0022	hartree
maximum force	2.6	eV/A
charge	0

Structure (XYZ):
```
174
Properties=species:S:1:pos:R:3:lowdin_charge:R:1
O -15.91 7.39 4.72 -0.269
S -16.09 8.38 3.71 0.559
O -16.58 9.67 4.03 -0.268
O -14.76 8.63 2.89 -0.250
C -13.86 7.52 2.71 -0.267
C -12.74 7.94 1.77 -0.060
C -17.14 7.69 2.46 -0.112
H -14.40 6.67 2.27 0.118
H -13.44 7.16 3.65 0.122
H -13.12 8.48 0.91 0.080
H -12.18 7.04 1.50 0.082
H -12.07 8.58 2.35 0.082
H -16.95 6.64 2.26 0.074
H -16.88 8.25 1.57 0.081
H -18.19 7.86 2.71 0.048
O -21.16 15.25 7.76 -0.274
S -21.40 16.57 7.28 0.547
O -20.92 17.71 7.95 -0.251
O -20.96 16.57 5.77 -0.280
C -20.71 17.78 5.01 -0.233
C -19.80 17.41 3.89 -0.063
C -23.16 16.70 7.07 -0.100
H -20.33 18.52 5.73 0.122
H -21.65 18.24 4.66 0.124
H -20.22 16.57 3.33 0.078
H -18.85 17.04 4.27 0.057
H -19.58 18.22 3.20 0.089
H -23.31 17.61 6.49 0.070
H -23.59 16.86 8.05 0.077
H -23.57 15.83 6.57 0.050
O -15.60 16.10 7.52 -0.272
S -16.45 15.85 6.40 0.571
O -16.95 16.97 5.67 -0.279
O -15.65 14.96 5.36 -0.258
C -14.88 13.84 5.90 -0.260
C -14.27 13.06 4.77 -0.062
C -17.85 14.84 6.88 -0.079
H -15.48 13.16 6.53 0.124
H -14.12 14.27 6.56 0.117
H -13.52 12.38 5.18 0.083
H -13.87 13.76 4.03 0.085
H -15.00 12.46 4.23 0.067
H -18.05 14.15 6.06 0.050
H -18.64 15.59 6.93 0.043
H -17.65 14.52 7.89 0.080
O -24.98 12.67 5.81 -0.253
S -23.57 12.73 5.65 0.575
O -22.94 13.94 5.24 -0.268
O -22.92 12.10 6.96 -0.257
C -21.51 12.33 7.20 -0.251
C -21.10 11.74 8.54 -0.032
C -23.02 11.45 4.56 -0.101
H -21.27 13.40 7.22 0.073
H -20.90 11.88 6.40 0.082
H -20.02 11.97 8.57 0.090
H -21.19 10.66 8.51 0.062
H -21.62 12.18 9.38 0.080
H -23.60 11.49 3.64 0.067
H -23.05 10.46 5.01 0.058
H -21.96 11.59 4.31 0.059
O -23.65 6.04 5.98 -0.251
S -23.21 7.14 6.76 0.584
O -22.77 8.38 6.20 -0.309
O -24.40 7.45 7.77 -0.234
C -24.34 8.70 8.47 -0.263
C -25.02 9.83 7.73 -0.057
C -21.96 6.56 7.87 -0.101
H -23.35 8.96 8.87 0.115
H -24.87 8.49 9.41 0.125
H -26.00 9.49 7.39 0.091
H -24.41 10.01 6.84 0.039
H -25.11 10.75 8.29 0.088
H -21.63 7.31 8.57 0.070
H -21.12 6.22 7.24 0.082
H -22.30 5.64 8.35 0.076
O -24.38 9.52 1.35 -0.243
S -23.67 10.31 0.43 0.531
O -23.04 11.50 0.89 -0.257
O -22.61 9.35 -0.29 -0.280
C -21.70 9.99 -1.25 -0.241
C -21.31 8.96 -2.28 -0.053
C -24.76 10.75 -0.90 -0.112
H -20.82 10.34 -0.71 0.118
H -22.20 10.84 -1.73 0.111
H -21.13 8.03 -1.73 0.068
H -20.39 9.24 -2.77 0.084
H -22.14 8.80 -2.97 0.083
H -24.97 9.94 -1.58 0.063
H -24.32 11.60 -1.42 0.069
H -25.70 11.02 -0.42 0.083
O -24.99 4.22 -4.66 -0.282
S -25.05 3.29 -3.58 0.551
O -24.67 1.94 -3.80 -0.261
O -24.17 3.81 -2.38 -0.246
C -24.54 5.06 -1.73 -0.254
C -23.41 5.92 -1.26 -0.058
C -26.71 3.35 -2.89 -0.109
H -25.11 4.76 -0.85 0.116
H -25.11 5.67 -2.44 0.115
H -22.65 5.39 -0.67 0.053
H -23.77 6.74 -0.64 0.072
H -22.78 6.31 -2.07 0.077
H -27.31 2.77 -3.59 0.072
H -27.03 4.37 -2.78 0.055
H -26.64 2.82 -1.93 0.077
C -22.86 3.47 1.38 -0.128
O -24.11 3.90 1.77 -0.163
C -24.07 5.05 2.58 -0.186
C -25.38 5.76 2.55 -0.215
O -25.70 6.22 1.30 -0.132
C -26.71 7.18 1.28 -0.190
C -26.88 7.64 -0.14 -0.208
O -27.97 8.52 -0.18 -0.172
C -28.21 9.07 -1.43 -0.128
H -22.31 4.23 0.80 0.056
H -22.93 2.55 0.81 0.095
H -22.21 3.25 2.25 0.097
H -23.31 5.74 2.17 0.116
H -23.79 4.78 3.60 0.124
H -25.40 6.52 3.34 0.134
H -26.21 5.08 2.81 0.141
H -26.59 7.97 2.03 0.131
H -27.68 6.69 1.53 0.141
H -27.13 6.84 -0.85 0.131
H -25.95 8.12 -0.49 0.103
H -28.84 8.40 -2.04 0.093
H -27.30 9.28 -2.01 0.077
H -28.76 9.99 -1.29 0.092
C -19.80 13.98 4.36 -0.135
O -19.47 12.67 4.68 -0.205
C -18.70 11.97 3.72 -0.179
C -19.58 11.17 2.80 -0.188
O -20.10 9.98 3.33 -0.131
C -21.14 9.47 2.55 -0.214
C -21.41 8.03 2.91 -0.163
O -20.32 7.17 2.66 -0.183
C -20.08 6.83 1.30 -0.091
H -20.23 14.43 5.24 0.061
H -20.52 14.02 3.53 0.099
H -18.96 14.58 3.98 0.090
H -17.98 11.35 4.26 0.099
H -18.11 12.66 3.11 0.133
H -18.96 10.93 1.90 0.136
H -20.39 11.81 2.41 0.132
H -20.98 9.55 1.48 0.096
H -22.01 10.12 2.72 0.084
H -22.27 7.76 2.26 0.116
H -21.78 7.97 3.93 0.114
H -19.79 7.71 0.70 0.088
H -20.98 6.38 0.87 0.076
H -19.24 6.15 1.27 0.086
C -20.08 9.37 6.15 -0.137
O -19.43 9.11 7.33 -0.171
C -18.02 9.03 7.16 -0.176
C -17.34 8.46 8.39 -0.220
O -17.75 9.06 9.56 -0.126
C -17.14 8.50 10.69 -0.190
C -17.70 9.20 11.91 -0.235
O -16.93 8.81 13.00 -0.172
C -17.41 9.38 14.17 -0.126
H -21.16 9.22 6.27 0.055
H -19.82 8.70 5.31 0.097
H -19.91 10.39 5.79 0.076
H -17.61 10.01 6.89 0.132
H -17.87 8.29 6.36 0.110
H -16.27 8.70 8.22 0.135
H -17.47 7.37 8.42 0.132
H -16.07 8.76 10.61 0.137
H -17.31 7.43 10.75 0.134
H -18.74 8.85 12.01 0.135
H -17.75 10.29 11.83 0.130
H -17.76 10.41 14.02 0.089
H -16.57 9.42 14.86 0.089
H -18.23 8.78 14.57 0.091
```

---

DFT (ωB97M-V with the def2-TZVPD basis set) results for C3AgLi2O3 as an isolated structure in a non-equilibrium geometry.

orbital gap (alpha / beta)	4.528 / 6.920	eV
electronic energy	-501.70559	a.u.
spin multiplicity	3
HOMO energy (alpha / beta)	-8.83 / -12.62	eV
LUMO (alpha / beta)	-0.1582 / -0.2096	hartree
maximum force	6.8	eV/A
charge	+1

Structure (XYZ):
```
9
Properties=species:S:1:pos:R:3:lowdin_spin:R:1
O -2.51 0.51 0.05 0.024
C -1.36 0.90 -0.10 0.111
O -0.74 1.90 0.28 0.108
Ag 1.36 1.98 0.10 0.123
Li -2.40 -1.49 -0.28 0.026
C -0.36 -0.52 -0.52 0.661
C 0.72 -0.95 -0.08 0.583
O 1.84 -0.80 0.45 0.290
Li 3.46 -1.54 0.09 0.074
```